Entry 1:
C31H31B12Br6CdN3O4S3 | ωB97M-V with the def2-TZVPD basis set

```
91
Properties=species:S:1:pos:R:3:forces:R:3:mulliken_charge:R:1
Cd -0.076 -0.432 0.348 0.6 -0.6 0.1 0.007
Br -1.783 -2.343 -1.457 -0.2 0.0 -0.1 -0.558
B -3.216 -1.253 -2.268 0.1 0.2 -0.1 1.393
B -4.922 -1.371 -1.750 -0.1 -0.5 0.4 0.595
C -5.494 0.214 -2.058 0.8 -0.4 -0.7 -1.928
B -3.934 0.115 -1.359 0.2 0.0 0.5 1.060
B -4.361 1.412 -2.550 0.1 0.6 0.0 0.708
B -5.616 0.733 -3.698 -0.4 0.4 -0.5 0.310
B -5.948 -1.013 -3.213 -0.7 -0.3 -0.2 0.316
B -4.437 -1.955 -3.401 0.0 0.0 0.0 0.585
Br -4.471 -3.853 -3.845 0.1 0.2 0.0 -0.407
B -4.870 -0.646 -4.613 0.0 0.0 0.0 2.143
Br -5.405 -1.047 -6.440 0.1 0.0 0.1 -0.386
B -3.897 0.854 -4.206 0.0 -0.1 0.1 0.383
Br -3.294 2.121 -5.554 0.0 -0.1 0.0 -0.371
B -2.867 0.450 -2.765 0.1 -0.1 -0.2 1.226
Br -1.056 1.195 -2.575 -0.5 0.1 0.2 -0.076
B -3.173 -0.815 -4.026 -0.1 0.1 0.2 -0.648
Br -1.701 -1.423 -5.157 -0.2 0.0 0.1 -0.321
H -5.352 -2.046 -0.877 0.1 0.0 -0.1 -0.257
H -4.732 -0.156 -2.786 0.0 0.2 0.3 -3.640
H -3.718 0.393 -0.228 0.0 0.0 -0.1 -0.208
H -4.444 2.538 -2.198 0.1 0.0 0.0 -0.242
H -6.498 1.420 -4.087 0.1 -0.1 0.0 -0.205
H -7.050 -1.441 -3.270 0.1 0.0 0.0 -0.208
S 1.038 -3.013 -0.051 -0.3 0.0 0.1 -0.135
C 0.255 -4.039 0.960 0.3 0.2 -0.3 0.641
C 0.458 -5.459 0.765 -0.1 -0.2 0.2 -0.832
C -0.180 -6.364 1.527 0.0 0.0 0.0 -0.504
C -1.091 -5.953 2.577 0.0 0.0 0.0 -0.513
C -1.312 -4.653 2.834 0.1 -0.3 -0.1 -0.785
C -0.641 -3.615 2.077 -0.1 0.4 0.2 0.420
S -0.849 -2.060 2.545 -0.1 -0.3 -0.3 -0.110
H 1.119 -5.767 -0.034 0.0 0.1 0.0 0.486
H -0.019 -7.420 1.344 -0.1 0.0 0.0 0.387
H -1.600 -6.708 3.164 0.0 0.0 -0.1 0.396
H -1.984 -4.343 3.621 0.0 0.0 0.0 0.481
O -0.174 2.684 0.778 0.0 0.1 0.0 0.000
B -0.857 1.480 0.934 -0.2 0.6 0.3 1.038
O -1.995 1.691 1.720 -0.1 0.0 0.0 -0.089
C -1.994 3.027 2.051 0.1 -0.1 -0.1 0.523
C -2.873 3.723 2.848 -0.1 0.0 0.1 -0.977
C -2.592 5.074 3.055 0.0 0.0 0.0 -0.534
C -1.480 5.681 2.477 0.0 0.0 0.0 -0.545
C -0.599 4.961 1.669 0.1 0.1 0.0 -0.951
C -0.888 3.629 1.479 0.1 -0.2 -0.1 0.709
H -3.733 3.240 3.297 0.1 0.0 0.0 0.513
H -3.253 5.663 3.680 0.0 0.0 0.0 0.418
H -1.296 6.733 2.658 0.0 -0.1 0.0 0.414
H 0.271 5.418 1.209 -0.1 0.0 0.0 0.520
S 2.038 2.493 -1.646 0.2 -0.1 0.0 -0.299
C 2.726 1.918 -3.044 0.1 -0.2 -0.2 0.273
N 1.970 1.091 -3.868 0.4 0.2 -0.1 0.333
C 2.428 0.547 -5.011 -0.2 0.0 0.1 -0.021
C 3.702 0.792 -5.405 0.2 0.1 -0.1 -0.709
C 4.452 1.649 -4.569 -0.2 0.1 0.3 -0.028
N 4.010 2.182 -3.455 -0.1 -0.1 -0.1 -0.548
H 1.007 0.944 -3.586 -0.1 -0.1 -0.1 -0.416
H 1.732 -0.066 -5.570 0.0 0.0 0.1 0.408
H 4.106 0.370 -6.312 0.0 0.0 0.0 0.417
H 5.473 1.910 -4.845 -0.1 0.0 0.0 0.393
C 3.939 2.555 2.564 0.1 -0.1 0.1 -0.869
O 3.722 1.306 3.225 0.3 0.1 -0.4 -0.498
C 2.473 1.015 3.618 0.0 0.1 0.2 0.958
C 1.446 1.946 3.720 -0.1 0.1 0.0 -0.646
C 0.208 1.576 4.224 0.0 0.0 0.1 -0.330
C -0.016 0.276 4.654 0.0 0.1 0.1 -0.986
C 1.008 -0.652 4.556 0.2 -0.1 0.0 -1.027
C 2.238 -0.299 4.018 -0.2 -0.2 0.0 0.297
N 3.263 -1.287 3.967 -0.1 0.1 -0.2 0.017
C 4.233 -1.552 3.089 -0.2 0.0 -0.2 -0.773
C 4.393 -1.254 1.741 0.1 0.1 0.1 0.927
C 5.674 -1.559 1.167 0.0 0.0 0.1 -0.791
C 5.924 -1.403 -0.154 0.0 0.0 -0.1 -1.067
C 4.865 -0.981 -1.014 0.0 0.0 0.1 -0.207
C 3.629 -0.704 -0.526 0.0 0.0 0.0 -0.093
C 3.321 -0.795 0.879 0.0 0.0 0.1 -0.027
O 2.168 -0.568 1.328 0.0 -0.1 -0.2 -0.189
H 4.921 2.489 2.106 0.0 0.0 0.0 0.276
H 3.924 3.383 3.278 0.0 -0.1 0.0 0.363
H 3.196 2.718 1.788 -0.1 0.0 -0.1 0.284
H 1.614 2.968 3.410 0.0 0.0 0.0 0.469
H -0.576 2.321 4.295 0.0 -0.1 0.0 0.547
H -0.979 -0.016 5.056 0.1 0.0 0.0 0.435
H 0.853 -1.683 4.865 0.0 0.1 0.0 0.574
H 3.258 -1.893 4.769 0.2 0.1 0.3 0.369
H 5.009 -2.177 3.520 0.0 0.0 0.0 0.423
H 6.459 -1.911 1.830 0.0 0.0 0.0 0.380
H 6.904 -1.617 -0.561 -0.1 0.0 0.0 0.379
H 5.052 -0.899 -2.080 0.0 0.0 0.1 0.445
H 2.818 -0.393 -1.171 0.0 0.1 -0.1 0.317
```
Positions in Å, forces in eV/Å.

Computed properties:
- Electronic energy: -18769.994988 Eh
- Energy relative to the best compared isomer or geometry (same formula, charge and spin): 5.45 kcal per mole
- Frontier orbital gap: 4.63 eV
- LUMO energy: -3.47 eV
- HOMO level: -8.0989 eV


Entry 2:
C6H10ClN2 | ωB97M-V with the def2-TZVPD basis set

```
19
Properties=species:S:1:pos:R:3:forces:R:3:mulliken_charge:R:1
C 2.310 0.995 0.760 2.4 0.0 -0.8 -0.906
N 1.191 0.379 0.086 -3.6 -1.6 -1.2 0.008
C 1.311 -0.580 -0.856 2.4 1.0 1.0 0.124
C 0.399 -1.428 -1.374 -2.8 2.0 2.4 -1.068
C -0.842 -1.285 -0.727 -0.9 -1.4 -2.7 0.395
N -1.177 -0.277 0.037 0.1 0.2 1.6 0.022
C -2.496 -0.188 0.745 -0.9 1.9 -3.1 -0.867
C -0.323 0.820 0.291 4.0 -0.5 -2.1 -0.376
Cl -0.479 2.214 -0.906 -0.5 -0.7 0.8 -0.122
H 3.109 1.329 -0.020 -1.5 -0.5 1.2 0.332
H 1.946 1.893 1.240 0.2 0.0 0.4 0.363
H 2.866 0.277 1.448 -1.1 1.0 -0.6 0.308
H 2.281 -0.841 -1.230 1.0 0.7 0.4 0.387
H 0.699 -2.121 -2.082 0.0 -1.3 -1.1 0.448
H -1.671 -1.958 -1.027 0.6 0.2 0.8 0.360
H -2.584 0.555 1.569 0.7 -1.1 -0.3 0.279
H -2.900 -1.163 0.841 -0.2 -0.8 0.9 0.327
H -3.121 0.279 -0.075 0.1 -0.3 1.0 0.417
H -0.519 1.100 1.280 0.2 1.2 1.2 0.566
```
Positions in Å, forces in eV/Å.

Computed properties:
- Electronic energy: -804.028410 Eh
- Structure (SMILES): CN1C=CC=[N+](C)[C@@H]1Cl
- Total charge: +1
- Energy relative to the best compared isomer or geometry (same formula, charge and spin): 40.41 kcal per mole
- Frontier orbital gap: 8.78 eV
- LUMO energy: -4.58 eV
- HOMO level: -13.3593 eV


Among the records above, which one has the lowest LUMO energy? C6H10ClN2